[1]
ORCA calculation (ωB97M-V with the def2-TZVPD basis set) on a structure of composition C2H4N6 at a distorted geometry.

Structure (ORCA input):
```
! wB97M-V def2-TZVPD RIJCOSX def2/J DEFGRID3
* xyz 0 1
C -0.492 1.656 0.761
C 0.523 -0.212 -0.450
H 0.932 3.372 0.795
H -1.686 0.861 0.880
H -0.589 -2.816 -1.265
H -1.162 -0.677 0.588
N -0.177 2.858 1.265
N 0.696 1.007 0.063
N 1.519 -0.900 -0.708
N 1.288 -2.072 -0.771
N -0.097 -2.218 -0.619
N -0.756 -0.860 -0.539
*
```

The value obtained for the LUMO energy is -1.1000 eV. The calculation puts the HOMO-LUMO gap at 8.14 eV. The value obtained for the energy above the lowest of the compared OMol25 structures with the same formula, charge and spin is 662.45 kJ/mol. For the max |F|, the calculation gives 0.248 Eh/bohr. The calculation puts the HOMO energy at -0.33948 Eh. The calculated total energy is -406.86460 a.u.

Löwdin atomic charge list, values in e, 2 entries: atom 1 (C): -0.297, atom 2 (C): -0.552

---

[2]
ORCA calculation (ωB97M-V with the def2-TZVPD basis set) on the molecule C4H10O2.

Structure (ORCA input):
```
! wB97M-V def2-TZVPD RIJCOSX def2/J DEFGRID3
* xyz 0 1
C -0.787 2.430 0.206
O -0.569 1.125 0.674
C -0.185 0.222 -0.340
C 0.167 -1.080 0.360
C 0.631 -2.147 -0.620
O 1.196 -0.825 1.296
H 0.119 2.848 -0.259
H -1.604 2.460 -0.531
H -1.064 3.041 1.069
H 0.701 0.605 -0.877
H -0.998 0.069 -1.068
H -0.737 -1.428 0.891
H 1.124 -2.958 -0.077
H 1.337 -1.743 -1.355
H -0.221 -2.567 -1.162
H 0.889 -0.051 1.792
*
```

The value obtained for the LUMO energy is 1.0007 eV. As for the SMILES: COC[C@@H](C)O. The calculation puts the HOMO-LUMO gap at 11.14 eV. The value obtained for the energy above the lowest of the compared OMol25 structures with the same formula, charge and spin is 94.15 kJ/mol. For the max |F|, the calculation gives 0.007 Eh/bohr. The calculation puts the HOMO energy at -0.37270 Eh. The calculated total energy is -308.86230 a.u.

Löwdin atomic charge list, values in e, 2 entries: atom 1 (C): -0.111, atom 2 (O): -0.199

---

[3]
ORCA calculation (ωB97M-V with the def2-TZVPD basis set) on a cluster of 2 separate species, C2H3N2O2 in total at a distorted geometry.

Structure (ORCA input):
```
! wB97M-V def2-TZVPD RIJCOSX def2/J DEFGRID3
* xyz -1 1
C -1.697 -0.271 -0.284
C 1.280 0.062 -0.090
N 1.421 -0.485 1.028
N -0.840 0.252 -1.116
O -2.037 -1.279 0.253
O -1.967 1.032 -0.394
H 1.019 -0.616 -0.903
H 1.216 1.129 -0.279
H 1.605 0.176 1.786
*
```

The value obtained for the LUMO energy is 4.4742 eV. The calculation puts the HOMO-LUMO gap at 7.47 eV. The value obtained for the energy above the lowest of the compared OMol25 structures with the same formula, charge and spin is 227.05 kJ/mol. For the max |F|, the calculation gives 0.059 Eh/bohr. The calculation puts the HOMO energy at -0.11017 Eh. The calculated total energy is -337.92291 a.u.

Löwdin atomic charge list, values in e, 2 entries: atom 1 (C): -0.832, atom 2 (C): -0.248

---

[4]
ORCA calculation (ωB97M-V with the def2-TZVPD basis set) on a cluster of 5 separate species, C31H31BBr2ClO17 in total.

Structure (ORCA input):
```
! wB97M-V def2-TZVPD RIJCOSX def2/J DEFGRID3
* xyz -1 1
C -3.773 3.109 -5.221
O -3.627 1.814 -5.744
C -2.336 1.237 -5.694
C -2.296 -0.048 -4.861
C -3.204 -0.052 -3.631
B -2.839 0.968 -2.390
Cl -3.129 0.064 -0.714
C -1.325 1.580 -2.368
Br 0.056 0.193 -2.165
C -1.230 2.736 -1.325
C -0.663 4.033 -1.930
Br -0.258 2.380 0.338
H -2.851 3.491 -4.781
H -4.107 3.789 -6.010
H -4.530 3.103 -4.436
H -2.055 0.993 -6.723
H -1.597 1.961 -5.341
H -2.611 -0.855 -5.534
H -1.262 -0.267 -4.596
H -3.242 -1.068 -3.230
H -4.218 0.164 -3.974
H -3.598 1.931 -2.396
H -1.057 2.038 -3.314
H -2.248 2.911 -0.995
H -1.450 4.781 -2.029
H -0.259 3.853 -2.925
H 0.132 4.453 -1.321
C -4.619 6.089 -9.601
C -5.651 6.834 -10.014
C -7.074 6.328 -9.991
O -7.935 7.100 -10.380
C -7.327 4.986 -9.518
C -6.295 4.234 -9.101
C -4.872 4.745 -9.115
O -4.020 3.979 -8.714
O -6.422 3.006 -8.642
O -5.535 8.070 -10.479
H -3.598 6.443 -9.614
H -8.348 4.632 -9.510
H -5.528 2.702 -8.378
H -6.444 8.358 -10.694
C 2.949 -0.365 4.129
C 2.025 0.399 3.520
C 1.181 1.387 4.297
O 0.385 2.062 3.683
C 1.376 1.474 5.741
C 2.291 0.696 6.330
C 3.141 -0.269 5.548
O 3.954 -0.927 6.187
O 2.540 0.693 7.636
O 1.799 0.324 2.230
H 3.555 -1.078 3.592
H 0.761 2.171 6.292
H 3.250 0.034 7.767
H 1.075 0.928 1.966
C 4.235 -4.437 0.581
C 3.223 -3.811 1.205
C 3.069 -3.868 2.707
O 2.149 -3.251 3.209
C 4.031 -4.616 3.492
C 5.040 -5.230 2.861
C 5.204 -5.173 1.362
O 6.167 -5.760 0.894
O 5.982 -5.937 3.473
O 2.307 -3.105 0.576
H 4.362 -4.406 -0.492
H 3.891 -4.623 4.567
H 6.573 -6.252 2.762
H 1.700 -2.734 1.246
C 4.051 -3.976 10.198
C 4.153 -3.736 8.879
C 4.046 -4.849 7.857
O 4.166 -4.552 6.684
C 3.824 -6.203 8.324
C 3.720 -6.432 9.640
C 3.822 -5.325 10.661
O 3.700 -5.646 11.830
O 3.523 -7.629 10.169
O 4.341 -2.529 8.386
H 4.125 -3.191 10.937
H 3.758 -6.990 7.587
H 3.484 -7.490 11.136
H 4.317 -2.578 7.408
*
```

The value obtained for the LUMO energy is -0.2875 eV. The calculation puts the HOMO-LUMO gap at 5.26 eV. The value obtained for the energy above the lowest of the compared OMol25 structures with the same formula, charge and spin is 6.27 kJ/mol. For the max |F|, the calculation gives 0.016 Eh/bohr. The calculation puts the HOMO energy at -0.20388 Eh. The calculated total energy is -8112.11912 a.u.

Löwdin atomic charge list, values in e, 2 entries: atom 1 (C): -0.111, atom 2 (O): -0.190

---

[5]
ORCA calculation (ωB97M-V with the def2-TZVPD basis set) on a structure of composition C33H57GaN3O4Si at a distorted geometry.

Structure (ORCA input):
```
! wB97M-V def2-TZVPD RIJCOSX def2/J DEFGRID3
* xyz 1 1
O -1.747 2.919 0.469
O -3.171 1.312 -1.038
C -1.221 2.935 1.821
C 0.179 3.468 2.025
H -1.308 1.912 2.232
H -1.964 3.535 2.380
H 0.934 2.733 1.702
H 0.332 3.688 3.088
H 0.312 4.416 1.502
C -0.864 3.112 -0.667
C -1.462 4.141 -1.607
H -0.813 2.120 -1.153
H 0.153 3.404 -0.349
H -2.257 3.727 -2.262
H -0.645 4.527 -2.249
H -1.907 4.970 -1.041
C -3.559 0.350 -2.042
C -4.231 1.992 -0.347
C -2.684 0.610 -3.241
H -4.639 0.441 -2.241
H -3.366 -0.661 -1.649
H -2.847 1.635 -3.598
H -2.898 -0.089 -4.056
H -1.623 0.496 -2.976
C -4.928 3.014 -1.207
H -3.715 2.503 0.469
H -4.901 1.230 0.083
H -4.227 3.808 -1.513
H -5.719 3.468 -0.597
H -5.390 2.532 -2.080
H -1.920 0.529 0.043
N 3.167 -0.078 0.516
C 4.141 -1.017 0.420
C 3.884 -2.355 0.101
C 2.770 -2.926 -0.515
C 5.562 -0.600 0.659
H 5.687 -0.078 1.621
H 5.951 0.041 -0.148
H 6.174 -1.514 0.685
C 2.879 -4.210 -1.270
H 2.564 -4.102 -2.316
H 2.264 -4.994 -0.811
H 3.927 -4.526 -1.262
N 1.538 -2.393 -0.400
C 3.434 1.338 0.482
C 3.662 2.029 1.683
C 3.738 1.299 2.984
C 3.957 3.394 1.641
H 4.175 3.912 2.581
C 4.007 4.074 0.423
H 4.232 5.140 0.412
C 3.833 3.373 -0.774
H 3.965 3.882 -1.735
C 3.535 2.009 -0.754
C 3.417 1.235 -2.028
C 0.390 -2.959 -1.034
C -0.407 -3.868 -0.304
C 0.070 -4.510 0.967
C -1.679 -4.166 -0.790
H -2.294 -4.872 -0.227
C -2.150 -3.572 -1.957
H -3.156 -3.812 -2.309
C -1.324 -2.737 -2.715
H -1.692 -2.304 -3.651
C -0.027 -2.442 -2.282
C 0.848 -1.487 -3.035
Ga 1.431 -0.896 0.749
H 3.332 1.936 3.780
H 4.793 1.108 3.235
H 3.204 0.335 3.014
H 2.431 0.762 -2.147
H 4.186 0.446 -2.070
H 3.579 1.903 -2.887
H -0.744 -5.118 1.387
H 0.379 -3.789 1.741
H 0.911 -5.197 0.784
H 1.906 -1.771 -2.974
H 0.745 -0.471 -2.621
H 0.578 -1.425 -4.098
H 4.752 -3.017 0.176
C -1.510 -0.427 0.492
Si -2.835 -1.160 1.638
H -1.240 -1.069 -0.356
H -0.593 -0.168 1.077
C -3.364 0.282 2.721
C -2.213 -2.521 2.763
C -4.245 -1.839 0.615
H -4.811 -2.560 1.224
H -3.873 -2.378 -0.267
H -4.942 -1.064 0.278
H -2.598 0.480 3.486
H -4.329 0.083 3.214
H -3.467 1.171 2.089
H -1.215 -2.300 3.168
H -2.174 -3.495 2.253
H -2.904 -2.621 3.618
O 2.540 -2.776 3.615
N 2.306 -1.728 3.067
O 1.038 -1.701 2.479
*
```

The value obtained for the LUMO energy is -4.4746 eV. The calculation puts the HOMO-LUMO gap at 7.21 eV. The value obtained for the energy above the lowest of the compared OMol25 structures with the same formula, charge and spin is 7.86 kJ/mol. For the max |F|, the calculation gives 0.056 Eh/bohr. The calculation puts the HOMO energy at -0.42959 Eh. The calculated total energy is -3970.84918 a.u.

Löwdin atomic charge list, values in e, 2 entries: atom 1 (O): -0.224, atom 2 (O): -0.258

---

[6]
ORCA calculation (ωB97M-V with the def2-TZVPD basis set) on a structure of composition C16H16Cl5FNOScSi.

Structure (ORCA input):
```
! wB97M-V def2-TZVPD RIJCOSX def2/J DEFGRID3
* xyz 0 1
Sc 0.626 0.843 -0.865
C -1.580 -2.861 -1.951
Si -0.860 -2.000 -0.463
C -1.511 -2.765 1.105
C 1.012 -2.126 -0.507
N -1.085 -0.286 -0.510
C -2.260 0.434 -0.521
C -3.568 -0.073 -0.525
C -4.672 0.768 -0.533
C -4.536 2.150 -0.539
C -3.259 2.703 -0.533
C -2.212 1.826 -0.516
F -0.900 2.368 -0.498
H -1.316 -3.922 -1.948
H -1.188 -2.417 -2.869
H -2.668 -2.793 -1.988
H -1.264 -3.829 1.149
H -2.596 -2.675 1.187
H -1.069 -2.278 1.978
H 1.352 -3.164 -0.510
H 1.480 -1.654 0.364
H 1.451 -1.692 -1.417
H -3.721 -1.145 -0.526
H -5.661 0.327 -0.534
H -5.404 2.794 -0.549
H -3.077 3.768 -0.542
Cl 5.298 1.109 4.913
C 4.474 1.097 3.403
C 3.083 1.061 3.372
Cl 2.169 1.025 4.827
C 2.434 1.053 2.145
Cl 0.701 1.000 2.042
C 3.127 1.075 0.933
O 2.476 1.072 -0.208
C 4.527 1.107 0.981
Cl 5.382 1.128 -0.507
C 5.188 1.119 2.203
Cl 6.906 1.160 2.238
C 0.673 1.130 -3.023
H -0.330 1.024 -3.447
H 1.329 0.411 -3.529
H 1.048 2.128 -3.279
*
```

The value obtained for the LUMO energy is 0.2639 eV. The calculation puts the HOMO-LUMO gap at 8.48 eV. The value obtained for the energy above the lowest of the compared OMol25 structures with the same formula, charge and spin is 7.91 kJ/mol. For the max |F|, the calculation gives 0.007 Eh/bohr. The calculation puts the HOMO energy at -0.30179 Eh. The calculated total energy is -4200.48049 a.u.

Löwdin atomic charge list, values in e, 2 entries: atom 1 (Sc): 0.989, atom 2 (C): -0.160

---

[7]
ORCA calculation (ωB97M-V with the def2-TZVPD basis set) on a cluster of 2 separate species, C9H14O in total at a distorted geometry.

Structure (ORCA input):
```
! wB97M-V def2-TZVPD RIJCOSX def2/J DEFGRID3
* xyz 0 1
C -2.049 -2.467 0.014
C -0.285 0.552 1.281
C -0.754 -0.758 1.196
C -0.523 1.492 0.273
C -1.518 -1.101 0.061
C -0.926 1.000 -0.963
C -1.514 -0.251 -1.045
O -0.239 2.813 0.379
H 0.336 0.789 2.152
H -0.539 -1.595 1.849
H 0.131 3.016 1.245
H -0.654 1.620 -1.815
H -1.633 -3.097 0.892
H -1.965 -3.014 -0.940
H -1.985 -0.598 -2.005
H -3.084 -2.562 0.371
C 2.531 -0.213 -0.167
C 3.815 -0.688 -0.895
H 1.748 -0.979 -0.324
H 2.686 0.181 0.855
H 2.053 0.688 -0.546
H 4.159 -1.606 -0.373
H 3.511 -1.067 -1.882
H 4.677 -0.034 -0.966
*
```

The value obtained for the LUMO energy is 0.8010 eV. As for the SMILES: Cc1ccc(O)cc1.CC. The calculation puts the HOMO-LUMO gap at 9.07 eV. The value obtained for the energy above the lowest of the compared OMol25 structures with the same formula, charge and spin is 105.87 kJ/mol. For the max |F|, the calculation gives 0.062 Eh/bohr. The calculation puts the HOMO energy at -0.30388 Eh. The calculated total energy is -426.53246 a.u.

Löwdin atomic charge list, values in e, 2 entries: atom 1 (C): -0.087, atom 2 (C): -0.050

---

Which formula does entry 4 have? C31H31BBr2ClO17

---

Number 2 is which compound? C4H10O2

---

The highest max |F| belongs to which entry? C2H4N6

---

Which of these has the highest HOMO-LUMO gap? C4H10O2